A gas-phase ion, C5H11N2 (charge +1) in a non-equilibrium geometry, computed with the ωB97M-V functional and the def2-TZVPD basis.

The charge is +1. As for the highest occupied orbital energy (alpha / beta): -13.47 / -13.47 eV. The value obtained for the gap between HOMO and LUMO (alpha / beta) is 7.02 / 7.02 eV.

Cartesian coordinates (Å):
N1 -3.228 -0.089 0.088
N2 1.938 0.039 -0.184
C1 -1.994 0.611 0.191
C2 -0.711 -0.059 -0.812
C3 -0.030 -0.907 0.152
C4 3.214 0.387 -0.026
C5 1.239 -0.661 0.575
H1 -1.347 -0.454 -1.495
H2 -0.486 -1.674 0.704
H3 -3.705 -0.056 -0.859
H4 -3.565 -0.865 0.651
H5 -1.521 0.696 1.132
H6 -2.029 1.662 -0.114
H7 3.834 0.079 0.887
H8 3.644 0.201 -1.034
H9 -0.078 0.655 -1.341
H10 3.230 1.557 -0.021
H11 1.596 -1.122 1.507

Cartesian forces, eV/Å:
N 0.112 0.817 -1.850
N -1.412 1.016 -1.574
C -0.516 -0.497 -0.664
C 1.441 0.344 2.168
C -2.931 1.328 -2.326
C 3.783 2.653 0.632
C 1.669 -0.893 2.580
H -1.709 -1.844 -1.803
H -1.350 -1.010 0.258
H 0.953 0.051 1.886
H 0.738 0.422 0.089
H -0.308 -0.409 1.483
H -0.159 -0.371 -0.687
H -0.927 -0.128 -1.293
H 0.591 -0.020 0.714
H -0.013 0.129 0.694
H -0.063 -1.692 -0.089
H 0.101 0.105 -0.218

A gas-phase ion, C5H11N2 (charge +1) in a non-equilibrium geometry, computed with the ωB97M-V functional and the def2-TZVPD basis.

The charge is +1. As for the highest occupied orbital energy: -15.63 eV. As for the SMILES: C[N+]1(C)CCC=N1. The value obtained for the gap between HOMO and LUMO is 12.72 eV.

Cartesian coordinates (Å):
N1 -0.039 1.225 0.608
N2 -0.116 -0.227 0.479
C1 0.726 0.789 -1.530
C2 -1.604 -0.409 0.341
C3 0.605 -0.545 -0.794
C4 0.334 1.771 -0.452
C5 0.561 -0.983 1.558
H1 -2.164 0.103 1.196
H2 -1.968 0.226 -0.580
H3 0.236 2.830 -0.304
H4 1.572 -0.785 -0.492
H5 -0.188 0.878 -2.188
H6 0.394 -1.985 1.428
H7 1.573 1.119 -2.091
H8 0.257 -1.284 -1.582
H9 -1.975 -1.482 0.324
H10 0.160 -0.590 2.485
H11 1.636 -0.648 1.594

Cartesian forces, eV/Å:
N -0.418 -0.249 2.587
N -0.810 -0.438 -2.158
C -3.405 1.668 -0.239
C -2.612 0.666 -0.078
C 0.391 0.540 -2.696
C 0.700 -0.979 0.281
C 0.937 3.979 1.450
H 1.280 -0.734 -0.875
H 0.935 -1.666 1.549
H 0.517 0.627 -1.069
H 1.584 -0.920 0.403
H 1.074 -0.105 -0.108
H -0.202 -2.446 -0.320
H 0.746 -0.489 -0.228
H -0.296 0.410 1.873
H 0.983 1.224 -0.286
H -0.340 -0.350 0.292
H -1.063 -0.737 -0.377

2 unconnected molecules or ions with the total composition C5H11N2 in a non-equilibrium geometry, computed with the ωB97M-V functional and the def2-TZVPD basis.

The charge is +1. As for the highest occupied orbital energy: -14.11 eV. The value obtained for the gap between HOMO and LUMO is 9.04 eV.

Cartesian coordinates (Å):
N1 1.798 1.483 -0.484
N2 -0.885 0.838 0.403
C1 2.474 0.445 -0.272
C2 -1.869 0.500 -0.298
C3 0.867 -1.263 0.283
C4 2.057 -0.684 0.405
C5 -2.894 -0.580 -0.078
H1 0.793 1.503 -0.137
H2 2.750 -1.062 1.074
H3 -0.603 0.368 1.212
H4 2.127 2.375 -0.761
H5 0.681 -2.281 0.686
H6 3.512 0.557 -0.336
H7 -3.515 -0.445 0.784
H8 -2.261 -1.480 0.077
H9 -1.892 1.067 -1.259
H10 -3.383 -0.701 -0.955
H11 0.244 -0.639 -0.346

Cartesian forces, eV/Å:
N -3.188 0.836 0.518
N 0.940 1.860 -1.294
C 1.283 1.563 0.772
C -0.698 0.701 -0.787
C 0.536 -0.309 -0.737
C -1.601 -1.932 0.804
C 3.375 -0.083 1.793
H 0.150 -0.223 -0.523
H 1.670 -1.028 0.837
H -0.618 -1.108 1.897
H 0.950 0.587 -0.671
H -0.331 1.141 -0.153
H 1.644 0.006 -0.865
H -0.394 0.210 0.354
H -0.603 0.126 0.109
H -0.518 -0.446 0.603
H -2.029 -0.473 -2.425
H -0.569 -1.427 -0.232

A gas-phase ion, C5H11N2 (charge +1) in a non-equilibrium geometry, computed with the ωB97M-V functional and the def2-TZVPD basis.

The charge is +1. As for the highest occupied orbital energy: -13.73 eV. As for the SMILES: C=[N+]1CCN(C)C1. The value obtained for the gap between HOMO and LUMO is 8.85 eV.

Cartesian coordinates (Å):
N1 0.624 0.693 0.963
N2 -0.667 0.047 -1.064
C1 1.728 -0.222 1.205
C2 -1.385 -0.532 0.035
C3 -0.751 -0.029 -2.321
C4 -0.673 0.036 1.377
C5 0.503 0.918 -0.464
H1 -1.730 -0.486 -2.843
H2 -2.377 -0.414 0.037
H3 -0.075 0.430 -2.985
H4 1.437 0.705 -0.817
H5 -1.180 -1.614 -0.246
H6 -1.323 0.733 1.747
H7 1.765 -1.212 0.609
H8 2.575 0.481 0.925
H9 1.759 -0.688 2.246
H10 -0.494 -0.743 2.180
H11 0.264 1.896 -0.583

Cartesian forces, eV/Å:
N -2.687 -2.469 -0.130
N 2.731 2.481 -0.085
C 1.791 -1.074 0.162
C 4.500 -3.014 0.816
C -4.398 -1.471 -0.788
C 1.385 -2.010 -1.534
C -1.331 -1.713 2.662
H 2.411 0.676 1.428
H -3.784 0.887 -0.254
H 1.081 0.563 -0.362
H 2.075 -0.702 -2.032
H -0.453 0.792 1.404
H -1.587 1.889 1.075
H -0.260 1.589 0.050
H -0.137 -1.754 0.870
H 0.103 1.603 -1.032
H -0.243 0.831 -1.215
H -1.196 2.896 -1.034

Computed values of M (unit: u) for the preceding records, in sequence: 99.16, 99.16, 99.16, 99.16.
Computed values of energy above the lowest of the compared OMol25 structures with the same formula, charge and spin (unit: kcal/mol) for the preceding records, in sequence: 94.9, 56.5, 58.9, 70.3.